{
  "formula": "C23H48N11O5S3SiTi",
  "method": "the ωB97M-V functional and the def2-TZVPD basis",
  "symbols": ["Ti", "N", "N", "C", "N", "N", "N", "O", "O", "H", "H", "H", "H", "H", "N", "N", "C", "N", "S", "H", "H", "H", "H", "H", "N", "C", "S", "C", "C", "C", "N", "C", "C", "H", "H", "H", "H", "H", "H", "C", "C", "C", "N", "H", "H", "H", "H", "H", "C", "C", "C", "C", "O", "Si", "S", "O", "C", "C", "C", "C", "O", "C", "C", "C", "C", "H", "H", "H", "H", "H", "H", "H", "H", "H", "H", "H", "H", "H", "H", "H", "H", "H", "H", "H", "H", "H", "H", "H", "H", "H", "H", "H"],
  "positions_angstrom": [[-0.238, -0.013, 0.203], [-0.642, -1.745, 3.620], [-0.429, -0.461, 4.144], [0.230, 0.456, 3.397], [0.430, 1.663, 3.946], [0.615, 0.104, 2.189], [1.087, 1.071, 1.278], [1.385, 2.279, 1.542], [1.701, 0.388, 0.271], [-1.501, -1.766, 3.074], [-0.691, -2.395, 4.392], [-1.093, -0.092, 4.810], [0.447, 1.747, 4.948], [0.931, 2.326, 3.362], [2.083, -1.201, -2.187], [1.869, -0.153, -3.073], [0.659, 0.383, -3.253], [0.552, 1.274, -4.250], [-0.732, 0.016, -2.352], [2.634, -0.895, -1.393], [2.520, -1.976, -2.670], [2.654, 0.246, -3.571], [1.255, 1.361, -4.966], [-0.346, 1.698, -4.408], [1.695, -6.842, 1.223], [1.437, -6.265, 0.039], [1.584, -7.026, -1.403], [1.040, -4.825, 0.123], [0.074, -4.310, -0.733], [-0.250, -2.976, -0.651], [0.348, -2.133, 0.208], [1.278, -2.624, 1.028], [1.644, -3.959, 1.024], [1.950, -7.817, 1.233], [1.442, -6.402, 2.091], [-0.410, -4.952, -1.455], [-1.003, -2.546, -1.294], [1.744, -1.917, 1.698], [2.425, -4.293, 1.693], [-1.014, 5.384, -0.886], [-0.412, 4.540, 0.235], [-0.719, 3.121, 0.125], [-0.980, 2.011, 0.002], [-0.684, 6.414, -0.767], [-2.102, 5.368, -0.862], [-0.686, 5.030, -1.863], [-0.752, 4.864, 1.221], [0.679, 4.601, 0.246], [-5.741, -2.392, 2.612], [-5.920, -0.925, 2.244], [-5.172, -0.027, 3.225], [-7.394, -0.549, 2.202], [-5.414, -0.774, 0.913], [-4.206, 0.044, 0.199], [-2.393, -0.856, 0.834], [-4.410, -0.085, -1.410], [-4.915, -1.142, -2.248], [-4.427, -0.818, -3.653], [-4.372, -2.490, -1.793], [-6.436, -1.121, -2.187], [-4.170, 1.623, 0.584], [-4.880, 2.743, 0.035], [-6.358, 2.402, -0.094], [-4.287, 3.104, -1.321], [-4.672, 3.873, 1.034], [-6.116, -2.589, 3.617], [-4.683, -2.658, 2.570], [-6.283, -3.025, 1.908], [-5.633, -0.099, 4.211], [-5.209, 1.014, 2.899], [-4.125, -0.326, 3.302], [-7.865, -0.751, 3.165], [-7.907, -1.129, 1.435], [-7.514, 0.512, 1.975], [-3.337, -0.800, -3.677], [-4.797, 0.161, -3.962], [-4.784, -1.564, -4.364], [-3.281, -2.483, -1.813], [-4.728, -3.277, -2.459], [-4.697, -2.720, -0.778], [-6.811, -0.149, -2.511], [-6.778, -1.309, -1.170], [-6.851, -1.885, -2.846], [-6.499, 1.532, -0.736], [-6.900, 3.241, -0.532], [-6.790, 2.188, 0.886], [-4.491, 2.325, -2.057], [-3.206, 3.217, -1.238], [-4.714, 4.045, -1.673], [-5.082, 3.598, 2.006], [-5.158, 4.789, 0.696], [-3.603, 4.060, 1.156]],
  "forces_ev_per_a": [[0.40, 1.07, 0.38], [-0.05, 0.06, 0.01], [0.01, -0.10, 0.09], [-0.11, 0.11, -0.07], [0.03, -0.03, -0.02], [0.18, -0.12, 0.02], [-0.81, -0.66, -0.56], [-0.03, -0.01, 0.03], [0.09, -0.09, -0.14], [0.01, -0.01, 0.01], [0.03, -0.01, -0.02], [-0.01, 0.02, -0.03], [-0.01, 0.01, 0.00], [-0.01, 0.00, -0.01], [0.00, 0.06, 0.06], [0.01, -0.01, 0.04], [0.07, 0.09, -0.06], [0.00, -0.04, 0.05], [-0.08, -0.16, 0.16], [0.00, 0.04, -0.02], [0.01, 0.00, 0.03], [0.01, -0.01, 0.00], [0.01, 0.00, -0.01], [0.00, 0.00, 0.01], [-0.02, -0.03, -0.03], [-0.03, 0.06, 0.07], [0.02, 0.01, -0.03], [0.04, -0.09, -0.04], [-0.06, -0.01, -0.03], [0.06, 0.03, 0.08], [-0.10, -0.23, -0.08], [0.08, 0.02, -0.03], [0.05, 0.08, 0.04], [0.01, 0.00, 0.01], [0.01, 0.01, 0.00], [0.00, 0.01, 0.00], [-0.02, 0.00, 0.01], [-0.03, 0.00, 0.02], [0.00, -0.01, 0.00], [-0.04, 0.02, -0.01], [0.10, -0.04, 0.08], [-0.12, 0.10, -0.04], [0.14, -0.14, 0.01], [-0.01, 0.01, -0.01], [0.00, -0.02, 0.01], [0.01, 0.00, 0.01], [-0.03, 0.03, -0.02], [-0.02, -0.01, 0.01], [0.01, 0.01, 0.03], [0.06, -0.03, 0.09], [-0.05, 0.00, 0.01], [-0.02, 0.03, 0.01], [-0.09, 0.09, -0.19], [0.04, -0.04, -0.05], [0.12, -0.06, 0.16], [0.04, 0.03, -0.02], [-0.01, 0.00, 0.02], [-0.01, 0.00, 0.00], [0.00, 0.01, 0.01], [-0.02, -0.02, -0.01], [0.26, -0.02, 0.03], [-0.10, -0.04, 0.01], [-0.05, 0.11, 0.00], [-0.06, 0.00, -0.05], [0.01, -0.01, -0.05], [0.00, 0.00, 0.00], [0.00, 0.00, 0.00], [0.00, 0.00, 0.00], [0.03, -0.01, 0.01], [-0.01, -0.02, 0.02], [0.02, 0.01, -0.01], [-0.02, 0.00, 0.01], [0.00, -0.01, 0.00], [0.00, -0.11, 0.02], [0.00, 0.00, 0.00], [0.00, 0.00, 0.00], [0.00, 0.00, 0.00], [0.01, 0.00, -0.01], [0.01, 0.00, 0.00], [-0.01, 0.00, 0.01], [0.00, 0.00, -0.01], [0.01, 0.00, 0.00], [-0.01, 0.00, 0.00], [0.00, 0.00, 0.00], [-0.02, 0.00, 0.01], [0.04, 0.03, -0.06], [0.01, 0.03, 0.06], [0.03, 0.00, 0.01], [0.00, 0.00, -0.03], [0.00, 0.00, 0.01], [0.01, -0.01, 0.00], [0.01, 0.04, 0.01]],
  "mulliken_charge": [-0.1127, -0.2836, -0.2530, 0.4508, -0.4053, 0.0358, 0.9759, -0.9574, -0.7783, -0.0270, 0.3043, 0.2410, 0.2218, 0.2147, -0.3673, -0.2578, 0.3938, -0.4257, -0.1637, 0.2013, 0.2781, 0.2048, 0.1928, 0.2185, -0.3539, -0.1624, -0.3117, 0.8473, -1.0155, -0.1595, 1.1261, -0.5181, -0.9674, 0.2231, 0.2194, 0.4662, 0.0847, 0.5236, 0.4986, -1.1745, -0.4750, 0.0700, 0.7196, 0.4099, 0.2643, 0.3194, 0.2947, 0.4088, -1.6368, 1.6780, -1.0977, -1.6036, 1.2259, -2.5087, 0.1522, 0.8511, 1.8107, -1.5849, -1.1558, -1.6589, -0.0137, 1.8631, -1.3932, -1.0741, -1.6891, 0.4797, 0.1913, 0.3174, 0.5696, 0.0982, 0.0785, 0.4556, 0.2902, 0.2395, 0.2038, 0.3418, 0.4166, 0.0382, 0.5624, 0.1921, 0.3097, 0.0731, 0.5361, 0.0628, 0.5711, 0.1426, -0.0679, -0.0842, 0.5969, 0.3612, 0.4013, 0.2183],
  "max_force_ev_per_a": 1.20,
  "e_above_lowest_ev": 0.000,
  "total_charge": 1,
  "homo_energy_ha": [-0.364, -0.364]
}